Record 1
This record from the Open Molecules 2025 dataset describes 2 unconnected molecules or ions with the total composition C9H13N4O2 at a distorted geometry. The level of theory is wB97M-V/def2-TZVPD.

## Properties
F_max: 4.80 eV/A
HOMO: -11.3182 eV
Orbital gap: 7.3 eV
Net charge: +1

The geometry in XYZ format:
```
28
Properties=species:S:1:pos:R:3:forces:R:3
C -0.796869 1.449718 -2.176012 0.329 -0.063 -0.141
C -0.132026 0.535222 -1.464416 0.119 -0.430 0.206
C -1.143858 2.287646 -2.943499 -1.688 1.492 -1.206
C 0.514108 -0.310309 -0.915007 -0.787 1.075 0.273
C 0.862348 -2.473267 -0.072218 0.308 -2.959 1.019
C -0.548112 -0.855925 1.987944 -3.708 1.479 -1.679
C -1.782281 3.277207 -3.794401 1.145 1.825 -1.809
C 1.154851 -1.074499 0.029195 -0.306 -3.618 -0.267
C 0.809383 -0.459429 2.078895 3.304 -0.749 -0.086
N -0.334937 -2.982774 -0.353020 1.237 0.638 -0.025
N -1.362103 0.234096 1.652378 1.358 -1.226 0.818
N 1.071636 0.806883 1.837954 0.412 4.641 -1.144
N 1.711734 -1.085580 2.878855 -0.145 1.051 0.034
O 1.701327 -3.525215 0.341658 -0.433 1.710 -0.831
O -0.952834 -1.980108 1.997476 -0.281 -1.685 0.794
H -0.945252 3.866337 -4.352030 -1.178 -0.868 1.060
H -2.321184 2.821875 -4.702683 0.210 0.606 1.847
H -2.318052 4.090955 -3.185887 0.324 -1.537 -1.068
H 2.175445 -0.922408 0.078551 2.182 0.444 0.540
H -1.093775 -2.345332 -0.224427 -0.689 0.026 -0.338
H -0.497061 -3.988838 -0.369173 0.184 0.538 0.218
H -0.957147 1.127925 1.924758 -1.197 -0.248 -0.074
H -2.339823 -0.001630 1.658035 -0.216 0.518 0.073
H 0.747881 1.417072 1.006047 0.411 -2.062 1.759
H 1.826862 1.241150 2.333683 0.367 0.013 -0.037
H 1.808752 -2.067929 2.956377 -0.520 -0.838 0.155
H 2.510008 -0.541489 3.179164 -0.036 -0.298 -0.238
H 2.635833 -3.486007 0.048062 -0.705 0.527 0.148
```
Forces are in eV/Å.

***

Record 2
This record from the Open Molecules 2025 dataset describes a gas-phase ion, C9H13N4S (charge +1) at a distorted geometry. The level of theory is wB97M-V/def2-TZVPD.

## Properties
F_max: 4.93 eV/A
HOMO: -11.5887 eV
Orbital gap: 7.7 eV
Net charge: +1

The geometry in XYZ format:
```
27
Properties=species:S:1:pos:R:3:forces:R:3
C -0.281689 0.866787 -1.019349 0.723 1.353 -1.415
C 0.876006 2.573147 0.073071 -0.097 -0.902 -3.113
C -0.557305 -1.027354 -2.462687 -3.177 -0.958 -0.763
C 0.591678 -1.659270 -2.162605 -0.390 0.959 -0.486
C -1.163794 -0.279724 -1.280382 -1.705 -0.161 1.681
C 1.213082 -1.408549 -0.855719 1.975 -1.441 -2.051
C -1.007391 -1.138120 0.096460 -1.034 1.087 1.430
C 0.498801 -1.051348 0.224703 1.412 -2.080 0.512
C 1.244709 3.292114 1.299018 -0.441 -0.925 -0.532
N -0.121036 1.584289 0.061420 -0.526 1.541 2.793
N 1.364542 2.702059 -1.135744 0.340 -0.251 0.861
N 1.101601 -0.861055 1.429085 3.677 -2.010 -2.603
N -1.527392 -2.488009 0.129202 -2.505 2.812 2.655
S 0.755612 1.538425 -2.170035 0.192 0.733 0.158
H -1.334257 -1.263409 -3.337476 2.423 0.649 1.688
H 1.088232 -2.142219 -3.001256 0.240 -0.385 0.580
H -2.228747 0.103020 -1.365251 1.153 -0.650 -0.338
H 2.324754 -1.656682 -0.892565 -1.489 0.755 0.737
H -1.469338 -0.666628 1.101745 0.730 -0.321 -2.549
H 2.223716 3.157532 1.623866 2.085 -1.487 0.233
H 1.393226 4.307920 1.141201 -1.098 2.249 -0.326
H 0.650449 2.971321 2.115834 -0.910 0.376 0.785
H 0.642362 -0.405125 2.094307 -2.222 1.971 3.477
H 2.155273 -0.940753 1.556126 -2.247 0.111 -0.494
H -1.176340 -3.062419 -0.549206 0.635 -1.792 -2.158
H -2.589048 -2.472071 0.272389 2.368 -0.430 -0.640
H -0.747712 1.627880 0.858665 -0.110 -0.802 -0.120
```
Forces are in eV/Å.

***

Record 3
This record from the Open Molecules 2025 dataset describes 2 unconnected molecules or ions with the total composition C9H13NO at a distorted geometry. The level of theory is wB97M-V/def2-TZVPD.

## Properties
F_max: 7.03 eV/A
HOMO: -9.1681 eV
Orbital gap: 9.9 eV
SMILES: CNC(C)=O.c1ccccc1

The geometry in XYZ format:
```
24
Properties=species:S:1:pos:R:3:forces:R:3
C -0.180409 0.298991 1.387516 3.627 0.252 -0.822
N 0.718527 -0.746588 2.009557 -3.709 -1.243 0.086
C 2.039790 -0.616957 2.020837 4.730 1.112 -1.230
C 2.715408 -1.384392 3.122944 3.803 1.438 -2.959
O 2.856504 0.089542 1.300001 -4.108 -1.575 1.918
H 0.696857 0.900320 0.831735 -2.083 -0.865 1.757
H -0.671097 -0.152037 0.496829 -0.477 0.408 1.504
H -0.719204 0.982494 2.158768 0.655 -1.581 -1.546
H 0.283349 -1.727602 2.296354 1.464 3.220 -0.471
H 2.134291 -2.044419 3.596606 -2.176 -2.701 1.812
H 3.033657 -0.613402 3.812413 0.210 0.068 0.292
H 3.663976 -1.856228 2.656111 -1.552 0.633 1.042
C -0.111856 0.422173 -2.149729 -0.171 0.063 1.860
C -0.683381 1.247489 -1.178397 0.224 0.721 -0.080
C -2.075747 1.314727 -0.993814 -0.547 1.534 0.252
C -2.979714 0.555672 -1.771859 1.922 1.943 2.833
C -2.293983 -0.309441 -2.558535 -5.140 -2.872 -3.839
C -0.975454 -0.430873 -2.768348 3.205 -2.209 -1.540
H 0.953899 0.247123 -2.167665 0.112 0.311 -0.204
H 0.029874 1.684350 -0.458307 -0.984 0.596 -1.070
H -2.524170 2.065876 -0.291521 0.758 -0.879 -0.372
H -4.034301 0.661092 -1.465356 0.524 -0.513 -1.102
H -2.991980 -0.898908 -3.268600 1.301 0.298 1.296
H -0.464807 -1.323232 -3.327963 -1.589 1.842 0.585
```
Forces are in eV/Å.

***

Record 4
This record from the Open Molecules 2025 dataset describes C9H13NO in the gas phase at a distorted geometry. The level of theory is wB97M-V/def2-TZVPD.

## Properties
F_max: 3.67 eV/A
HOMO: -9.1339 eV
Orbital gap: 9.4 eV
SMILES: O=CC1=CCC[C@@H]2CC[C@H]1N2

The geometry in XYZ format:
```
24
Properties=species:S:1:pos:R:3:forces:R:3
O 2.233857 -2.024195 1.817672 -0.535 0.148 -2.777
C 2.184861 -1.868385 0.574343 1.767 0.113 3.041
C 1.073747 -1.119122 -0.049790 -0.048 0.031 -3.673
C 1.055244 -0.873701 -1.413150 -0.144 -1.088 1.364
C -0.061868 -0.174542 -2.175404 0.960 2.588 0.761
C -0.506949 1.108107 -1.387615 1.157 0.118 2.384
C -1.493229 0.842291 -0.147710 1.528 -1.573 1.531
C -0.992909 1.425824 1.216507 -0.161 2.578 -1.230
C 0.142677 0.549935 1.640249 -1.420 -1.722 0.334
C -0.073143 -0.772066 0.822678 -0.011 1.898 -0.163
N -1.389571 -0.606507 0.210565 -0.457 -0.263 -0.532
H 3.155442 -2.212298 0.050761 -1.709 0.501 -0.216
H 1.880163 -1.266425 -2.020992 -0.159 0.206 0.302
H 0.263468 0.174255 -3.171628 0.159 -0.371 0.430
H -0.969222 -0.679666 -2.305374 -0.977 -1.622 -0.172
H 0.447669 1.609446 -1.003457 -1.144 -0.761 -0.096
H -0.903271 1.902821 -1.960913 -0.786 0.449 -1.160
H -2.543958 1.042679 -0.241001 -0.366 0.441 -0.891
H -1.764334 1.496536 1.982919 -0.378 -0.274 -0.285
H -0.655544 2.487613 1.061219 -0.178 -0.761 0.262
H 0.130912 0.339901 2.698935 0.173 0.039 0.311
H 1.008294 1.030781 1.375684 2.496 0.792 -0.423
H -0.213306 -1.605388 1.402680 0.090 -1.871 2.060
H -2.009030 -0.807895 1.022821 0.142 0.404 -1.161
```
Forces are in eV/Å.

***

Record 5
This record from the Open Molecules 2025 dataset describes C9H13NO in the gas phase at a distorted geometry. The level of theory is wB97M-V/def2-TZVPD.

## Properties
F_max: 4.17 eV/A
HOMO (alpha / beta): -7.5631 / -6.9617 eV
Orbital gap (alpha / beta): 7.3 / 6.7 eV

The geometry in XYZ format:
```
24
Properties=species:S:1:pos:R:3:forces:R:3
C -2.201625 -1.263035 -0.017618 -0.552 -0.895 -1.560
C -0.826746 -1.327589 0.064635 -1.558 3.428 0.368
C -2.939612 0.028978 -0.189863 3.515 -1.324 1.808
C -0.140962 -0.024666 0.080792 -0.729 -1.684 0.168
C -4.235750 0.095806 0.041497 -1.224 -0.553 -1.463
C 2.093921 0.241091 1.445528 -0.520 -1.478 -0.615
C 1.585656 1.608952 -0.621464 -0.630 0.952 -1.881
C 2.146235 -0.859258 -0.727155 -0.518 -0.891 -0.006
C 1.342324 0.233530 0.044085 2.577 0.180 0.594
N -2.136901 1.195001 -0.245866 -2.662 0.199 -0.288
O -0.866571 1.074974 -0.012484 1.925 -0.881 -0.293
H -2.891569 -2.180446 -0.182966 1.556 1.404 0.787
H -0.308595 -2.196192 0.323815 0.819 -1.257 -0.161
H -4.661365 1.022775 -0.206311 -0.936 1.231 0.301
H -4.858599 -0.788088 -0.076116 0.157 0.103 0.374
H 3.156183 0.288691 1.270240 0.415 0.803 -0.264
H 1.744857 0.963452 2.122198 -0.290 1.424 0.686
H 2.074142 -0.693679 2.029837 -0.758 -0.135 -0.529
H 2.647363 1.922017 -0.883581 -1.096 -0.747 1.064
H 1.052972 2.366345 -0.015447 0.708 -0.058 -0.410
H 1.087614 1.668665 -1.667449 0.511 -0.328 1.652
H 3.178765 -0.539830 -1.014953 -1.188 0.457 -0.432
H 1.469529 -1.212903 -1.598213 1.723 0.047 1.285
H 2.488724 -1.624602 0.036849 -1.247 0.006 -1.184
```
Forces are in eV/Å.

***

Record 6
This record from the Open Molecules 2025 dataset describes 2 unconnected molecules or ions with the total composition C9H13NO at a distorted geometry. The level of theory is wB97M-V/def2-TZVPD.

## Properties
F_max: 1.51 eV/A
HOMO: -9.3123 eV
Orbital gap: 10.1 eV
SMILES: Cc1ccccc1.CC(N)=O

The geometry in XYZ format:
```
24
Properties=species:S:1:pos:R:3:forces:R:3
C 2.083330 -3.062319 0.427037 -0.048 0.091 -0.172
C 1.828132 -1.659564 -0.058931 0.604 0.948 1.000
C 0.934861 -0.872473 0.691044 0.040 -0.917 -0.589
C 0.643043 0.432942 0.358127 0.160 0.298 0.293
C 1.252257 1.025794 -0.747530 0.312 -0.317 0.311
C 2.214775 0.290283 -1.414896 0.185 -0.199 -0.877
C 2.563980 -1.002460 -1.041982 -0.648 -0.666 0.056
H 1.250460 -3.699444 0.131570 0.017 -0.179 0.019
H 2.146627 -3.075732 1.516079 -0.052 -0.022 -0.030
H 3.003443 -3.494426 0.044459 0.059 0.026 -0.183
H 0.467542 -1.383793 1.525487 -0.182 0.339 0.143
H -0.011259 0.980908 1.021159 -0.094 0.198 -0.147
H 1.073323 2.051078 -1.039037 -0.221 -0.002 0.032
H 2.661275 0.649121 -2.338494 0.154 0.393 0.327
H 3.361971 -1.532350 -1.550775 -0.097 0.064 -0.140
C -2.665699 2.173085 -0.665844 0.472 0.277 0.124
C -2.615275 1.268978 0.538136 -1.252 -0.072 0.141
N -2.455399 -0.065572 0.267955 0.431 -0.481 0.031
O -2.885319 1.644867 1.661660 0.402 0.124 0.018
H -2.773601 3.215418 -0.370857 0.073 -0.135 0.202
H -3.512893 1.928488 -1.300675 0.060 -0.254 -0.121
H -1.726698 2.058195 -1.205063 -0.060 0.031 -0.371
H -2.270232 -0.637126 1.078830 -0.207 0.105 0.138
H -1.913725 -0.380831 -0.521715 -0.106 0.351 -0.207
```
Forces are in eV/Å.